Record 1
{"formula": "C44H89BrI2N4O12S", "method": "wB97M-V/def2-TZVPD", "elements": ["I", "I", "Br", "S", "O", "O", "O", "O", "O", "O", "O", "O", "O", "O", "O", "O", "N", "N", "N", "N", "C", "C", "C", "C", "C", "C", "C", "C", "C", "C", "C", "C", "C", "C", "C", "C", "C", "C", "C", "C", "C", "C", "C", "C", "C", "C", "C", "C", "C", "C", "C", "C", "C", "C", "C", "C", "C", "C", "C", "C", "C", "C", "C", "C", "H", "H", "H", "H", "H", "H", "H", "H", "H", "H", "H", "H", "H", "H", "H", "H", "H", "H", "H", "H", "H", "H", "H", "H", "H", "H", "H", "H", "H", "H", "H", "H", "H", "H", "H", "H", "H", "H", "H", "H", "H", "H", "H", "H", "H", "H", "H", "H", "H", "H", "H", "H", "H", "H", "H", "H", "H", "H", "H", "H", "H", "H", "H", "H", "H", "H", "H", "H", "H", "H", "H", "H", "H", "H", "H", "H", "H", "H", "H", "H", "H", "H", "H", "H", "H", "H", "H", "H", "H"], "coordinates": [[2.44, -0.82, 2.08], [0.72, -1.13, -0.58], [1.62, 4.74, 0.53], [3.62, 2.42, 1.27], [1.91, 1.49, 4.12], [-5.51, -9.10, -1.32], [6.64, 8.24, 1.27], [7.80, 4.11, -0.23], [-6.90, -0.52, 1.28], [-8.16, 3.56, 2.86], [2.23, 3.62, 3.63], [7.85, -1.94, 0.69], [-5.19, -4.64, -1.99], [-3.89, -3.80, -0.38], [-1.93, 0.78, 3.96], [-3.03, -11.17, -4.54], [8.93, 6.37, 1.60], [-5.82, 1.74, 3.14], [-4.16, -8.45, -4.07], [1.61, 0.87, 1.28], [1.84, 2.22, 1.79], [-1.16, 0.47, 5.11], [0.97, 2.47, -1.64], [-5.11, -3.99, -0.97], [-4.57, -8.07, -1.57], [3.22, 1.17, -1.91], [-1.08, 1.21, 2.88], [-3.05, 0.68, -1.62], [9.05, 4.75, -0.37], [8.94, 7.62, 0.85], [-5.09, 0.68, 2.45], [2.48, 2.53, -1.84], [-6.39, -3.39, -0.39], [0.86, 0.81, 0.22], [-5.68, 0.17, 1.14], [-0.35, 3.58, 1.95], [0.72, 3.00, 1.00], [5.41, 0.07, -2.45], [6.88, 0.41, -2.04], [7.99, 8.63, 1.46], [-4.59, -7.54, -3.00], [-2.72, -0.68, -2.26], [-4.06, -11.62, -5.40], [6.97, -1.54, -0.36], [1.99, 2.45, 3.32], [-1.44, 2.65, 2.55], [5.97, 7.90, 2.47], [-8.81, 3.18, 4.07], [0.30, 2.16, -0.25], [9.63, 5.27, 0.95], [-2.75, -8.83, -3.99], [-5.06, -10.41, -1.61], [7.64, -3.29, 1.07], [4.53, 1.33, -2.72], [-1.23, 2.25, -0.64], [-8.06, 0.30, 1.26], [6.68, 4.98, -0.29], [-3.70, -1.82, -1.90], [-2.18, 1.05, -0.36], [-5.85, 3.00, 2.40], [7.26, -0.07, -0.63], [-3.32, -2.49, -0.58], [-6.81, 3.98, 3.05], [-2.44, -9.95, -4.97], [7.33, -3.36, 2.11], [-2.73, -9.68, -5.98], [2.58, 0.53, -2.53], [-5.32, -10.69, -2.63], [8.58, -3.85, 0.98], [-8.88, -0.29, 0.86], [8.34, 0.06, -0.53], [6.85, 5.83, -0.95], [10.67, 5.57, 0.78], [-3.70, -11.72, -6.43], [-4.06, 1.01, 2.29], [-2.85, -0.55, -3.34], [-2.23, -2.56, -0.52], [7.97, 6.09, 1.75], [-3.99, -6.63, -3.06], [-2.48, -9.18, -2.99], [-7.10, -4.19, -0.22], [-4.97, -0.57, 0.75], [-0.42, 1.25, 5.33], [0.55, 3.43, -1.97], [4.94, -0.52, -1.66], [8.12, 9.59, 0.95], [8.62, 7.47, -0.19], [-1.27, 0.49, 2.07], [-6.77, 1.43, 3.30], [-4.86, -7.24, -0.93], [-4.09, 0.63, -1.30], [-6.58, 4.14, 4.10], [-4.37, -12.61, -5.05], [-1.67, 3.13, -0.17], [-1.85, 0.44, 5.96], [6.99, 1.50, -2.06], [6.03, 8.71, 3.20], [-3.98, -10.52, -1.46], [-1.32, 2.45, -1.70], [-5.57, -11.09, -0.94], [5.94, -1.71, -0.02], [-1.75, 0.13, 0.03], [-3.00, 1.47, -2.38], [-4.85, 3.44, 2.39], [-2.33, 2.70, 1.92], [-8.37, 2.28, 4.49], [-9.85, 2.99, 3.83], [9.65, 4.45, 1.66], [3.40, 0.77, -0.92], [2.63, 2.94, -2.84], [-4.93, -10.96, -5.38], [-8.34, 0.60, 2.27], [-5.04, -0.16, 3.15], [-3.66, -1.85, 0.24], [4.05, 3.55, 1.85], [7.17, -2.18, -1.23], [-6.18, 2.85, 1.36], [9.02, 5.52, -1.15], [-5.61, -7.25, -3.24], [6.91, -3.79, 0.43], [4.27, 1.29, -3.78], [8.22, 8.80, 2.52], [-5.75, 0.96, 0.38], [-1.76, 3.10, 3.50], [0.11, 4.15, 2.76], [-6.71, 4.95, 2.54], [5.06, 2.25, -2.46], [0.57, 1.74, -2.35], [-0.68, -0.50, 5.02], [-1.69, -1.00, -2.13], [7.57, -0.03, -2.76], [-8.76, 3.99, 4.80], [-0.88, 4.34, 1.37], [-3.63, -2.55, -2.72], [4.92, 7.72, 2.23], [6.39, 5.33, 0.71], [-2.14, -7.96, -4.23], [-2.92, 1.37, 0.38], [-4.72, -9.29, -4.01], [6.38, 6.98, 2.91], [-1.35, -10.11, -4.97], [5.44, -0.57, -3.34], [5.83, 4.41, -0.69], [-0.05, 1.04, 3.23], [-6.79, -2.73, -1.17], [-6.24, -2.79, 0.50], [-3.56, -8.37, -1.25], [6.81, 0.54, 0.17], [9.95, 8.03, 0.84], [9.74, 3.98, -0.73], [-7.93, 1.19, 0.63], [-4.72, -1.42, -1.87], [3.04, 3.20, -1.19]], "homo_ev": -8.394, "e_tot_ha": -6419.05800, "multiplicity": 1, "orbital_gap_ev": 6.5}

Record 2
{"formula": "C44H94BrF8INO17P2", "method": "wB97M-V/def2-TZVPD", "elements": ["I", "Br", "P", "P", "F", "F", "F", "F", "F", "F", "F", "F", "O", "O", "O", "O", "O", "O", "O", "O", "O", "O", "O", "O", "O", "O", "O", "O", "O", "N", "C", "C", "C", "C", "C", "C", "C", "C", "C", "C", "C", "C", "C", "C", "C", "C", "C", "C", "C", "C", "C", "C", "C", "C", "C", "C", "C", "C", "C", "C", "C", "C", "C", "C", "C", "C", "C", "C", "C", "C", "C", "C", "C", "C", "H", "H", "H", "H", "H", "H", "H", "H", "H", "H", "H", "H", "H", "H", "H", "H", "H", "H", "H", "H", "H", "H", "H", "H", "H", "H", "H", "H", "H", "H", "H", "H", "H", "H", "H", "H", "H", "H", "H", "H", "H", "H", "H", "H", "H", "H", "H", "H", "H", "H", "H", "H", "H", "H", "H", "H", "H", "H", "H", "H", "H", "H", "H", "H", "H", "H", "H", "H", "H", "H", "H", "H", "H", "H", "H", "H", "H", "H", "H", "H", "H", "H", "H", "H", "H", "H", "H", "H", "H", "H", "H", "H", "H", "H"], "coordinates": [[5.10, 0.76, 1.96], [2.67, 4.50, -0.48], [3.94, 2.59, -0.72], [2.15, -1.24, -1.09], [9.04, -0.87, 0.49], [8.15, -3.00, 0.39], [9.82, -2.36, -1.00], [7.74, -2.22, -2.61], [1.03, -5.43, 0.21], [1.07, -5.86, -2.05], [-0.84, -5.31, -1.02], [8.08, -0.12, -1.85], [-0.03, 0.29, -7.71], [-4.43, 7.27, 0.63], [3.20, -1.13, 0.33], [-3.06, 5.25, -1.04], [-2.73, -8.29, -1.86], [0.68, -3.68, -1.31], [-4.11, 4.28, 6.46], [2.02, 0.67, 4.76], [4.34, 2.39, -2.37], [-2.92, 3.55, 3.86], [0.81, -1.33, -10.05], [-11.45, 6.59, -0.27], [6.58, -2.37, 6.80], [1.96, 0.52, -1.09], [8.79, -3.82, 8.13], [-1.41, -9.32, -4.31], [-9.21, 5.20, 1.08], [2.57, -1.42, 3.90], [1.40, -0.13, -3.78], [3.77, -1.30, -2.09], [7.59, -1.42, -1.48], [4.21, -0.13, 5.59], [-1.29, 1.78, -1.98], [0.96, -1.71, -8.68], [-1.69, 4.12, 4.28], [-4.40, 5.57, 5.95], [-2.52, 6.52, -0.68], [2.77, 1.22, -0.12], [1.14, -1.82, 3.95], [-0.15, -1.13, -7.82], [-1.78, -7.57, -2.65], [0.01, 0.70, -3.95], [-4.10, 5.36, -2.00], [-11.39, 7.61, 0.71], [2.03, -3.18, -1.10], [0.28, -1.19, 2.73], [6.14, -1.23, -0.90], [-0.09, 2.00, -3.02], [-3.44, 2.63, 4.80], [-1.85, -7.97, -4.11], [-4.58, 3.24, 5.60], [0.56, -5.03, -1.03], [8.64, -1.93, -0.36], [7.84, -4.42, 9.00], [1.71, -0.29, -10.42], [-10.18, 6.32, -0.85], [-0.96, 0.97, -8.54], [4.98, -2.15, -1.50], [-9.57, 5.04, -0.29], [-2.13, -9.34, -1.12], [-10.14, 4.58, 1.96], [0.56, -1.14, 0.04], [0.59, -2.01, 1.36], [-3.04, 6.97, 0.68], [3.26, 0.13, 0.97], [2.87, -0.27, 4.72], [-5.23, 6.24, 1.20], [7.85, -2.66, 6.21], [-2.49, -10.22, -4.49], [8.43, -3.95, 6.76], [6.66, -1.36, 7.79], [1.23, -1.36, -2.76], [7.92, -5.51, 8.93], [1.99, 1.83, 0.48], [1.51, -2.63, 1.57], [5.70, -1.32, 8.31], [2.30, 0.53, -3.62], [6.82, -4.11, 8.77], [-2.94, -10.07, -5.47], [-1.75, 4.50, 5.31], [-9.92, 4.91, 2.97], [2.52, -3.53, -0.14], [0.09, -1.52, -2.66], [-0.28, -2.76, 1.29], [-5.37, 3.61, 4.94], [9.35, -4.18, 6.21], [-0.81, -1.37, 3.03], [3.21, -2.20, 4.08], [2.67, -3.63, -1.94], [-1.43, 6.40, -0.61], [-10.04, 3.50, 1.90], [-1.18, -7.33, -4.69], [-5.02, 2.47, 6.25], [4.71, -2.91, -0.69], [-1.84, 2.75, -1.73], [-0.97, 1.19, -1.06], [-2.65, 2.26, 5.47], [-11.22, 8.58, 0.23], [-4.07, 5.68, 4.92], [6.20, -1.47, 0.22], [-10.60, 7.42, 1.44], [-3.25, -10.10, -3.71], [-4.84, 6.10, -1.70], [5.13, -0.03, 4.93], [6.85, -0.39, 7.32], [-4.97, 5.26, 0.79], [-4.59, 4.39, -2.08], [3.65, -1.61, -3.19], [-10.34, 6.19, -1.93], [-0.38, -1.43, -0.54], [-2.87, -7.84, -4.51], [-0.05, -1.53, -6.80], [-11.17, 4.87, 1.72], [-2.93, -9.94, -0.69], [-9.50, 7.17, -0.72], [0.02, 1.06, -5.04], [1.41, 0.08, -11.40], [-2.09, -11.24, -4.43], [-1.53, -8.92, -0.30], [-3.68, 5.63, -2.97], [-5.10, 6.23, 2.28], [0.35, -0.05, 0.36], [7.68, -2.78, 5.14], [4.07, 0.82, 6.21], [-1.50, -9.97, -1.75], [2.73, -0.69, -10.48], [4.14, -0.21, -2.16], [-2.73, 7.27, -1.45], [-0.43, 2.86, -3.71], [-0.76, -7.70, -2.26], [-0.94, 0.59, -9.57], [8.08, -4.12, 10.02], [-2.83, 6.22, 1.45], [-1.97, 0.86, -8.13], [-2.53, 7.90, 0.97], [1.06, -2.96, 3.91], [-8.65, 4.82, -0.84], [-0.89, 3.37, 4.22], [5.90, -0.11, -0.94], [-3.83, 1.78, 4.24], [-10.25, 4.19, -0.42], [4.37, -1.04, 6.25], [1.95, -1.43, -8.30], [8.54, -1.82, 6.35], [-5.47, 5.78, 6.03], [-1.44, 4.95, 3.62], [1.69, 0.54, -9.71], [-2.08, 1.14, -2.52], [0.46, -0.08, 2.63], [-12.35, 7.64, 1.24], [7.73, -4.79, 6.62], [0.62, -1.45, 4.91], [-3.86, 6.30, 6.56], [1.55, -0.59, -4.82], [2.50, 0.25, 1.80], [-6.27, 6.45, 0.97], [0.88, 2.33, -2.55], [7.45, -1.57, 8.52], [-0.86, -0.02, -3.87], [5.37, -2.81, -2.36], [-1.13, -1.41, -8.20], [1.58, -2.30, -3.33], [0.89, -2.81, -8.65], [-2.03, -6.51, -2.56], [-0.70, 2.03, -8.55], [5.19, 1.91, -2.36]], "homo_ev": -5.374, "e_tot_ha": -7419.75683, "total_charge": -1, "multiplicity": 1, "orbital_gap_ev": 7.3}

Record 3
{"formula": "C45H100BBr3FN2O11P3", "method": "wB97M-V/def2-TZVPD", "elements": ["Br", "Br", "Br", "P", "P", "P", "F", "O", "O", "O", "O", "O", "O", "O", "O", "O", "O", "O", "N", "N", "C", "C", "C", "C", "C", "C", "C", "C", "C", "C", "C", "C", "C", "C", "C", "C", "C", "C", "C", "C", "C", "C", "C", "C", "C", "C", "C", "C", "C", "C", "C", "C", "C", "C", "C", "C", "C", "C", "C", "C", "C", "C", "C", "C", "C", "B", "H", "H", "H", "H", "H", "H", "H", "H", "H", "H", "H", "H", "H", "H", "H", "H", "H", "H", "H", "H", "H", "H", "H", "H", "H", "H", "H", "H", "H", "H", "H", "H", "H", "H", "H", "H", "H", "H", "H", "H", "H", "H", "H", "H", "H", "H", "H", "H", "H", "H", "H", "H", "H", "H", "H", "H", "H", "H", "H", "H", "H", "H", "H", "H", "H", "H", "H", "H", "H", "H", "H", "H", "H", "H", "H", "H", "H", "H", "H", "H", "H", "H", "H", "H", "H", "H", "H", "H", "H", "H", "H", "H", "H", "H", "H", "H", "H", "H", "H", "H"], "coordinates": [[-0.83, 3.79, 0.65], [-0.40, -3.53, -1.93], [2.34, 3.14, 2.13], [0.47, -1.53, 1.33], [0.85, -1.69, -2.53], [4.88, -1.37, -0.50], [4.80, 3.95, 0.49], [-4.13, 0.72, -2.75], [2.75, -3.72, -1.70], [2.27, 0.13, 2.95], [-4.27, -4.95, -1.90], [1.08, -5.53, 5.43], [-9.33, -6.72, -1.92], [1.64, -2.30, -3.81], [2.49, 12.26, 0.24], [0.35, 6.46, 3.33], [4.09, -0.01, 1.76], [2.79, -3.33, 0.58], [1.23, -0.53, -0.02], [-0.44, -0.72, 2.30], [1.78, 1.12, -3.95], [3.68, 13.02, 0.14], [-10.28, -7.70, -1.56], [3.13, 11.00, 2.25], [-0.33, 2.21, 2.91], [-1.30, -0.40, -0.47], [-10.99, -8.33, -2.75], [1.27, 0.46, -5.26], [-5.84, -6.82, -1.63], [-4.91, -0.43, -2.48], [2.45, 7.18, 2.27], [1.14, -6.79, 6.07], [6.28, -0.15, -0.25], [4.77, 12.35, -0.69], [0.93, 7.23, 2.30], [1.36, 1.98, 0.86], [-10.88, -4.81, -1.88], [-9.82, -5.60, -2.63], [3.42, -0.50, -1.41], [-5.69, -0.94, -3.67], [0.71, 6.79, 4.65], [2.07, -1.29, -1.07], [7.67, -0.84, -0.22], [2.61, 10.98, 0.83], [-2.74, -5.69, -0.12], [-3.93, -4.83, -0.53], [5.76, -2.64, -1.54], [-5.87, 2.39, -2.21], [0.35, 8.22, 5.05], [3.01, 0.86, -0.67], [-4.64, -6.24, -2.34], [-4.83, 1.87, -3.20], [2.07, 0.61, 0.57], [4.20, -1.33, -3.83], [2.28, -4.78, 5.42], [2.03, -4.48, 0.97], [1.51, -6.71, 7.54], [3.44, -5.47, 4.73], [3.97, 2.08, -0.72], [-0.10, 2.07, 1.40], [2.87, 0.23, 1.86], [3.92, -0.14, -2.84], [-0.03, -0.07, -0.71], [4.91, 2.54, 0.39], [3.30, 1.02, -3.68], [2.51, -2.81, -0.68], [-1.35, 1.82, 3.11], [-5.67, -6.94, -0.56], [0.18, 6.10, 5.30], [3.71, -6.40, 5.22], [-0.38, 3.25, 3.24], [-4.86, -6.15, -3.40], [1.11, 0.90, -3.12], [-6.24, -1.85, -3.41], [2.78, 6.15, 2.17], [3.23, 10.33, 0.20], [-11.67, -9.11, -2.41], [5.64, 13.00, -0.76], [0.54, 6.83, 1.36], [7.54, -1.72, 0.41], [4.31, -4.83, 4.71], [0.22, 0.19, -5.07], [-11.19, -3.94, -2.46], [6.38, -3.22, -0.85], [-6.34, 3.29, -2.60], [0.97, -4.39, 0.69], [4.13, 11.41, 2.32], [-0.08, -0.77, 3.25], [0.33, 1.60, 3.52], [6.43, -2.20, -2.29], [2.23, 1.19, -1.38], [-11.57, -7.60, -3.31], [0.81, -6.08, 8.08], [-2.03, 0.41, -0.46], [-4.08, 2.64, -3.35], [4.06, 13.27, 1.14], [-1.70, -1.38, -0.23], [-1.87, -5.44, -0.72], [5.09, 11.40, -0.25], [2.04, -4.50, 2.06], [-10.26, -8.78, -3.43], [-5.40, 2.62, -1.25], [3.40, 13.96, -0.33], [6.12, 0.20, 0.77], [-0.26, -2.60, 0.78], [3.65, 2.01, -3.37], [1.82, -0.44, -5.54], [-11.00, -7.30, -0.84], [2.40, -5.42, 0.57], [0.99, -2.80, -4.34], [1.49, -2.10, 2.12], [6.24, 0.70, -0.95], [-10.19, -5.91, -3.61], [8.03, -1.13, -1.21], [3.16, 9.99, 2.66], [3.17, -5.72, 3.70], [0.14, -7.22, 5.98], [1.28, 1.17, -6.10], [3.43, -4.34, -1.42], [4.79, 2.15, 1.40], [4.62, 1.98, -1.60], [2.51, -6.29, 7.69], [-2.50, -5.51, 0.93], [1.82, -7.46, 5.54], [4.94, 0.23, -2.68], [1.39, 2.58, -0.05], [5.13, -3.35, -2.07], [2.55, -4.48, 6.44], [4.40, 12.14, -1.70], [1.59, 2.19, -4.15], [-6.10, -7.80, -2.04], [0.87, 8.96, 4.43], [-4.21, -1.20, -2.15], [3.35, 2.95, -0.98], [0.11, 0.81, -1.34], [-8.96, -4.95, -2.82], [-6.42, -0.21, -4.04], [2.89, 7.58, 3.19], [-3.78, -6.92, -2.27], [8.36, -0.18, 0.31], [3.76, 0.92, -4.67], [0.63, 8.40, 6.09], [1.50, -7.71, 7.99], [3.93, -2.30, -3.42], [0.58, 8.27, 2.37], [1.78, 6.61, 4.81], [-4.80, -5.03, 0.10], [5.96, 2.41, 0.12], [1.60, 10.55, 0.82], [-5.29, 1.68, -4.18], [-0.72, 8.39, 4.93], [-9.72, -8.48, -1.03], [-0.82, 1.35, 1.05], [3.69, -1.21, -4.78], [-2.94, -6.75, -0.25], [5.27, -1.39, -4.07], [2.48, 11.61, 2.89], [-11.76, -5.40, -1.67], [-3.68, -3.78, -0.38], [-6.65, 1.65, -2.02], [-10.48, -4.46, -0.92], [2.05, -3.85, 4.89], [2.83, 7.77, 1.44], [-5.02, -1.17, -4.50], [-6.71, -6.16, -1.74], [-5.58, -0.24, -1.63]], "homo_ev": -7.352, "e_tot_ha": -11582.28290, "smiles": "C=C[N@+]1([PH2]=N)[C@](C(=O)[O-])([C@H](Br)[C@@H](C)Br)[C@@H](CCF)[C@@]([C@@H](C)CCC)(P(C)CC)[C@]1(B(O)OC)P(O)Br.CCOCC.CCOCC.CCOCC.CCOCC.CCOCC.CCOCC", "multiplicity": 1, "orbital_gap_ev": 6.9}

The following strongest force on any atom values (in hartree/bohr) correspond, in order, to the records above: 0.0508; 0.0642; 0.0764.